Entry 1:
DFT (the ωB97M-V functional and the def2-TZVPD basis) results for 5 unconnected molecules or ions with the total composition C16H33Br9F2OP2Si at a distorted geometry.

Element x y z (Å)
C  5.76  -0.08  -0.38
C  5.05  0.22  0.57
C  3.74  0.61  1.36
P  2.73  1.98  0.50
F  1.22  2.43  1.31
C  3.11  2.78  -1.18
C  4.42  3.66  -1.29
F  5.61  3.00  -0.85
P  3.70  3.56  1.68
O  2.82  4.98  1.26
Br  3.27  3.31  3.91
Si  1.46  0.47  -0.62
C  2.41  -1.11  -1.10
C  0.08  -0.11  0.62
C  0.51  1.23  -2.10
H  6.43  -0.59  -1.12
H  3.06  -0.29  1.51
H  4.10  0.91  2.40
H  3.24  1.93  -1.92
H  2.23  3.42  -1.47
H  4.59  3.83  -2.41
H  4.32  4.71  -0.87
H  1.91  4.92  1.65
H  1.71  -1.76  -1.73
H  3.40  -0.94  -1.62
H  2.61  -1.73  -0.16
H  -0.65  0.76  0.71
H  -0.53  -0.97  0.19
H  0.50  -0.34  1.64
H  -0.29  0.49  -2.39
H  0.13  2.28  -1.93
H  1.25  1.23  -2.98
Br  -1.26  -3.74  0.68
C  -2.78  -3.41  1.86
C  -3.52  -2.16  1.46
Br  -2.56  -0.56  2.03
H  -2.39  -3.38  2.88
H  -3.42  -4.29  1.75
H  -4.49  -2.11  1.97
H  -3.68  -2.07  0.39
Br  1.43  -4.23  -2.18
C  0.14  -4.49  -3.61
C  0.06  -3.28  -4.50
Br  -0.98  -1.87  -3.64
H  -0.81  -4.75  -3.15
H  0.51  -5.35  -4.17
H  -0.48  -3.51  -5.42
H  1.03  -2.86  -4.75
Br  -5.38  -1.73  4.30
C  -4.42  -1.18  5.90
C  -2.99  -1.65  5.88
Br  -2.87  -3.55  6.30
H  -4.99  -1.55  6.75
H  -4.46  -0.09  5.90
H  -2.41  -1.15  6.65
H  -2.51  -1.51  4.91
Br  -5.82  2.96  -1.77
C  -3.95  3.12  -2.30
C  -3.54  2.00  -3.22
Br  -3.26  0.35  -2.23
H  -3.37  3.16  -1.38
H  -3.89  4.08  -2.81
H  -2.58  2.22  -3.69
H  -4.28  1.79  -3.99

Summary:
Kohn-Sham gap: 8.2 eV
Strongest force on any atom: 3.088 eV/Å
HOMO: -7.90 eV
SMILES string: C#CCP(F)(CCF)(P(O)Br)[Si](C)(C)C.BrCCBr.BrCCBr.BrCCBr.BrCCBr
Electronic energy: -25042.6554 Ha
E_LUMO: 0.01076 Eh

***

Entry 2:
DFT (the ωB97M-V functional and the def2-TZVPD basis) results for C4H7NO in the gas phase at a distorted geometry.

Element x y z (Å)
C  -1.26  -0.91  -0.99
C  0.05  -0.83  -0.25
O  1.07  -1.39  -0.53
N  -0.15  0.03  0.94
C  0.33  1.21  0.22
C  1.14  0.61  1.31
H  -1.19  -1.04  -2.07
H  -1.71  -1.81  -0.56
H  -1.90  -0.06  -0.75
H  -0.23  2.13  0.21
H  0.60  0.88  -0.80
H  1.23  1.11  2.28
H  2.00  0.01  1.03

Summary:
Kohn-Sham gap: 11.0 eV
Strongest force on any atom: 1.604 eV/Å
ΔE to the lowest compared entry with this formula, charge and spin: 54.35 kcal/mol
HOMO: -9.91 eV
SMILES string: CC(=O)N1CC1
Electronic energy: -286.5450 Ha
E_LUMO: 0.03978 Eh

***

Entry 3:
DFT (the ωB97M-V functional and the def2-TZVPD basis) results for a molecular structure, C29H35Cl3N4O2P2Zn at a distorted geometry.

Element x y z (Å)
Zn  0.58  0.10  -0.43
C  7.67  -0.56  -1.65
C  7.37  -0.54  -0.35
C  7.83  0.55  0.57
C  7.70  2.02  0.03
C  6.48  2.30  -0.79
C  6.47  2.14  -2.12
C  7.72  1.72  -2.87
C  8.50  0.48  -2.34
C  -0.88  0.82  -1.53
H  7.38  -1.41  -2.29
H  6.95  -1.43  0.14
H  8.90  0.38  0.80
H  7.28  0.50  1.52
H  7.65  2.67  0.91
H  8.63  2.28  -0.50
H  5.63  2.73  -0.25
H  5.62  2.45  -2.74
H  8.43  2.56  -2.89
H  7.45  1.50  -3.91
H  8.93  -0.01  -3.22
H  9.35  0.81  -1.72
H  -1.61  0.00  -1.58
H  -0.53  1.12  -2.53
H  -1.34  1.67  -0.98
P  1.78  2.07  0.16
P  2.16  -0.75  1.18
N  2.08  3.06  -1.22
N  0.92  3.25  1.13
N  3.04  -1.39  -0.19
N  2.23  -2.18  2.15
C  3.38  1.78  1.01
C  3.32  0.49  1.87
C  1.79  2.63  -2.52
C  2.10  3.65  -3.41
C  2.59  4.75  -2.63
C  2.61  4.36  -1.30
C  -0.33  3.81  0.77
C  -0.78  4.57  1.85
C  0.20  4.48  2.90
C  1.22  3.65  2.43
C  2.51  -1.67  -1.46
C  3.54  -2.07  -2.29
C  4.74  -2.07  -1.52
C  4.40  -1.64  -0.24
C  3.34  -2.80  2.73
C  2.89  -3.85  3.54
C  1.45  -3.87  3.47
C  1.07  -2.85  2.60
H  3.66  2.64  1.65
H  4.15  1.68  0.22
H  4.32  0.05  2.03
H  2.92  0.70  2.88
H  1.39  1.64  -2.69
H  2.00  3.61  -4.48
H  2.89  5.72  -3.02
H  2.98  4.84  -0.42
H  -0.77  3.60  -0.18
H  -1.70  5.14  1.89
H  0.17  4.97  3.85
H  2.13  3.31  2.89
H  1.44  -1.61  -1.65
H  3.45  -2.34  -3.33
H  5.72  -2.34  -1.83
H  5.00  -1.46  0.64
H  4.33  -2.44  2.52
H  3.51  -4.50  4.13
H  0.78  -4.53  4.00
H  0.10  -2.51  2.26
Cl  -1.56  -1.39  4.24
C  -2.46  -1.49  2.68
Cl  -2.45  -3.16  2.08
Cl  -4.12  -0.92  2.89
C  -1.65  -0.47  1.66
O  -1.99  0.71  1.74
O  -0.78  -1.06  0.92

Summary:
Kohn-Sham gap: 8.0 eV
Strongest force on any atom: 2.933 eV/Å
HOMO: -8.39 eV
Electronic energy: -5338.0663 Ha
E_LUMO: -0.01468 Eh

***

Entry 4:
DFT (the ωB97M-V functional and the def2-TZVPD basis) results for a molecular structure, C17H9F3N3O3S2 at a distorted geometry.

Element x y z (Å)
C  -1.00  1.66  0.75
C  -0.40  2.95  0.59
N  0.22  3.92  0.35
C  -0.19  0.82  1.70
C  -0.82  -0.04  2.64
C  -0.13  -0.55  3.74
C  1.22  -0.26  3.93
C  1.88  0.51  2.97
C  1.20  1.03  1.86
C  -2.36  1.67  1.20
N  -3.45  1.51  1.60
H  -1.88  -0.29  2.53
H  -0.68  -1.18  4.44
H  1.72  -0.60  4.85
H  2.94  0.75  3.11
H  1.74  1.59  1.10
F  -3.39  3.27  -2.89
C  -2.56  2.20  -3.10
F  -3.31  1.14  -3.50
F  -1.71  2.53  -4.11
S  -1.70  1.81  -1.43
N  -1.17  0.10  -2.20
C  -1.30  -0.87  -1.17
O  -2.28  -0.99  -0.43
C  -0.05  -1.67  -1.13
C  0.92  -1.21  -2.01
C  2.24  -1.68  -1.98
C  2.52  -2.71  -1.09
C  1.56  -3.16  -0.17
C  0.27  -2.61  -0.15
S  0.44  0.23  -2.86
O  0.51  0.01  -4.27
O  1.11  1.36  -2.29
H  3.00  -1.26  -2.64
H  3.54  -3.12  -1.10
H  1.83  -3.92  0.56
H  -0.49  -2.92  0.57

Summary:
Kohn-Sham gap: 6.4 eV
Charge: -1
Strongest force on any atom: 4.501 eV/Å
ΔE to the lowest compared entry with this formula, charge and spin: 43.17 kcal/mol
HOMO: -4.46 eV
Electronic energy: -2139.1656 Ha
E_LUMO: 0.07066 Eh

***

Entry 5:
DFT (the ωB97M-V functional and the def2-TZVPD basis) results for 2 unconnected molecules or ions with the total composition C3H7N3O2S at a distorted geometry.

Element x y z (Å)
C  2.66  1.25  0.88
C  0.41  -1.18  -2.06
C  -1.72  0.25  1.67
N  3.27  0.46  0.32
N  0.78  -0.81  -0.90
N  0.37  -0.08  0.07
O  -1.05  1.99  -0.22
O  -1.85  -0.27  -0.96
S  -1.12  0.58  -0.02
H  1.79  1.71  1.23
H  1.63  -1.15  -0.60
H  0.99  -2.10  -2.53
H  -0.50  -0.90  -2.61
H  -1.35  0.81  2.58
H  -2.81  0.22  1.42
H  -1.51  -0.78  1.74

Summary:
Kohn-Sham gap (spin up / spin down): 9.7 / 9.7 eV
Strongest force on any atom: 4.808 eV/Å
ΔE to the lowest compared entry with this formula, charge and spin: 62.38 kcal/mol
HOMO (spin up / spin down): -9.13 / -9.13 eV
Electronic energy: -831.2908 Ha
E_LUMO (spin up / spin down): 0.02062 / 0.02061 Eh

***

Entry 6:
DFT (the ωB97M-V functional and the def2-TZVPD basis) results for a molecular structure, C6H7NOS at a distorted geometry.

Element x y z (Å)
C  0.51  -1.47  -0.40
C  -0.58  -1.68  0.29
C  -2.27  0.18  0.02
C  -1.40  1.24  -0.46
C  1.07  -0.21  -0.59
C  -0.34  0.71  0.43
N  -1.20  -0.45  0.77
O  -3.45  -0.10  -0.03
S  2.66  0.31  0.28
H  0.89  -2.33  -0.93
H  -1.30  -2.51  0.37
H  -1.05  0.98  -1.51
H  -1.63  2.30  -0.50
H  1.22  0.39  -1.53
H  0.21  1.18  1.22
H  3.43  0.36  -0.82

Summary:
Kohn-Sham gap: 9.4 eV
Strongest force on any atom: 6.479 eV/Å
ΔE to the lowest compared entry with this formula, charge and spin: 53.05 kcal/mol
HOMO: -8.83 eV
Electronic energy: -760.8955 Ha
E_LUMO: 0.02190 Eh

***

Entry 7:
DFT (the ωB97M-V functional and the def2-TZVPD basis) results for a molecular structure, C10H30BeNO13 at a distorted geometry.

Element x y z (Å)
Be  -3.71  -16.57  15.28
N  -4.97  -13.26  16.39
O  -6.04  -12.90  15.98
O  -4.49  -12.66  17.38
O  -4.39  -14.20  15.93
C  -6.66  -9.97  17.40
C  -7.14  -8.54  16.87
O  -6.41  -8.25  15.69
O  -5.24  -9.94  17.64
H  -7.02  -10.68  16.66
H  -7.20  -10.18  18.32
H  -7.06  -7.80  17.66
H  -8.19  -8.62  16.60
H  -5.48  -8.51  15.76
H  -4.97  -10.86  17.64
C  -9.68  -13.27  12.51
C  -8.84  -13.28  13.81
O  -7.47  -13.33  13.51
O  -9.59  -14.49  11.82
H  -9.40  -12.39  11.93
H  -10.71  -12.99  12.70
H  -8.96  -14.08  14.55
H  -9.09  -12.43  14.45
H  -6.85  -13.37  14.25
H  -10.35  -14.42  11.23
C  -0.51  -11.17  19.05
C  -1.77  -11.62  19.83
O  -2.20  -12.88  19.42
O  0.17  -10.13  19.66
H  -0.85  -10.87  18.06
H  0.20  -11.94  18.74
H  -2.54  -10.85  19.88
H  -1.31  -11.66  20.81
H  -2.54  -12.84  18.53
H  0.95  -9.92  19.14
C  -5.59  -11.64  20.87
C  -6.77  -11.57  21.87
O  -7.86  -12.25  21.30
O  -5.25  -12.91  20.36
H  -4.78  -11.04  21.30
H  -5.88  -11.14  19.95
H  -7.16  -10.56  22.01
H  -6.52  -12.06  22.82
H  -8.62  -11.78  21.63
H  -4.46  -12.78  19.83
C  -8.98  -12.74  18.19
C  -9.66  -14.10  17.94
O  -9.41  -14.95  19.05
O  -7.59  -12.99  18.40
H  -9.31  -12.41  19.18
H  -9.26  -12.03  17.41
H  -9.24  -14.58  17.06
H  -10.75  -14.05  17.85
H  -9.89  -15.75  18.84
H  -7.14  -12.88  17.56

Summary:
Kohn-Sham gap (spin up / spin down): 5.9 / 3.9 eV
Strongest force on any atom: 6.067 eV/Å
ΔE to the lowest compared entry with this formula, charge and spin: 38.52 kcal/mol
HOMO (spin up / spin down): -8.84 / -8.84 eV
Electronic energy: -1446.1975 Ha
2S+1: 2
E_LUMO (spin up / spin down): -0.10685 / -0.18170 Eh

***

Entry 8:
DFT (the ωB97M-V functional and the def2-TZVPD basis) results for a molecular structure, C21H42CrN3O3 at a distorted geometry.

Element x y z (Å)
Cr  -16.37  5.44  18.75
C  -12.48  5.59  19.91
C  -13.68  6.01  20.84
C  -13.51  7.46  21.35
O  -14.95  5.78  20.25
H  -12.21  6.35  19.18
H  -12.74  4.64  19.45
H  -11.59  5.49  20.53
H  -13.50  5.31  21.66
H  -13.59  8.13  20.49
H  -12.51  7.55  21.78
H  -14.29  7.65  22.08
C  -18.36  1.80  19.04
C  -18.44  2.98  20.01
C  -18.49  2.61  21.50
O  -17.46  3.95  19.74
H  -19.14  1.05  19.14
H  -17.45  1.24  19.24
H  -18.30  2.06  17.99
H  -19.41  3.44  19.79
H  -17.56  2.08  21.70
H  -19.31  1.93  21.72
H  -18.63  3.47  22.16
C  -19.30  6.30  15.61
C  -18.33  5.17  15.92
C  -17.60  4.69  14.67
O  -17.49  5.49  17.02
H  -20.04  6.41  16.40
H  -19.74  6.25  14.61
H  -18.80  7.27  15.64
H  -19.01  4.35  16.17
H  -17.07  3.76  14.87
H  -16.87  5.42  14.32
H  -18.27  4.38  13.86
C  -11.92  8.37  16.64
C  -12.50  9.38  17.64
C  -14.03  9.63  17.57
C  -14.80  8.35  17.70
N  -15.38  7.38  17.84
H  -12.14  8.71  15.63
H  -12.35  7.38  16.73
H  -10.84  8.29  16.68
H  -11.98  10.33  17.49
H  -12.26  9.08  18.66
H  -14.27  10.16  16.65
H  -14.25  10.29  18.41
C  -15.19  0.50  16.56
C  -14.70  1.48  15.46
C  -13.77  2.55  15.95
C  -14.44  3.37  16.95
N  -14.92  4.04  17.75
H  -14.38  -0.20  16.77
H  -16.05  -0.04  16.17
H  -15.58  0.99  17.46
H  -15.59  1.91  15.00
H  -14.17  0.93  14.68
H  -13.50  3.23  15.14
H  -12.88  2.11  16.38
C  -16.60  10.57  20.49
C  -17.45  9.95  21.63
C  -18.57  9.02  21.10
C  -18.10  7.89  20.25
N  -17.67  7.00  19.65
H  -15.90  11.22  21.01
H  -17.22  11.17  19.81
H  -16.05  9.85  19.89
H  -17.90  10.70  22.28
H  -16.74  9.36  22.21
H  -19.27  9.58  20.47
H  -19.18  8.62  21.91

Summary:
Kohn-Sham gap (spin up / spin down): 7.4 / 4.9 eV
Charge: +1
Strongest force on any atom: 2.037 eV/Å
ΔE to the lowest compared entry with this formula, charge and spin: 0.00 kcal/mol
HOMO (spin up / spin down): -11.19 / -10.68 eV
Electronic energy: -2259.4929 Ha
2S+1: 5
E_LUMO (spin up / spin down): -0.13822 / -0.21426 Eh

***

Entry 9:
DFT (the ωB97M-V functional and the def2-TZVPD basis) results for a molecular structure, C5H14NO2 at a distorted geometry.

Element x y z (Å)
C  -1.79  -1.91  0.29
O  -2.08  -0.59  0.61
C  -0.49  -2.00  -0.51
C  0.63  -1.24  0.26
C  1.73  -0.80  -0.66
C  3.01  -1.32  -0.54
N  1.44  0.07  -1.62
H  -1.76  -2.47  1.22
H  -2.58  -2.31  -0.37
H  -1.77  0.00  -0.18
H  -0.63  -1.53  -1.47
H  -0.22  -3.04  -0.70
H  0.18  -0.35  0.70
H  1.02  -1.86  1.07
H  3.24  -2.08  0.19
H  3.84  -0.97  -1.16
H  2.21  0.45  -2.17
H  -2.02  8.94  4.78
H  0.39  0.59  -1.64
H  -2.40  9.56  4.93
H  -1.14  1.85  -1.69
O  -0.81  1.01  -1.35

Summary:
Kohn-Sham gap: 3.7 eV
Charge: +1
Strongest force on any atom: 2.361 eV/Å
ΔE to the lowest compared entry with this formula, charge and spin: 181.12 kcal/mol
HOMO: -13.26 eV
Electronic energy: -403.6527 Ha
E_LUMO: -0.35093 Eh

***

Entry 10:
DFT (the ωB97M-V functional and the def2-TZVPD basis) results for C6H7ClO2 in the gas phase at a distorted geometry.

Element x y z (Å)
C  3.21  0.11  0.04
O  1.99  0.75  -0.22
C  0.93  -0.03  -0.02
O  0.93  -1.23  -0.03
C  -0.26  0.91  0.01
Cl  -0.25  2.68  0.01
C  -1.47  0.26  -0.08
C  -2.92  0.21  -0.09
C  -2.07  -1.05  0.02
H  3.90  1.02  -0.25
H  3.35  -0.18  1.19
H  3.32  -1.02  -0.56
H  -3.43  0.59  0.80
H  -3.45  0.38  -1.04
H  -1.70  -1.72  -0.81
H  -2.07  -1.66  1.05

Summary:
Kohn-Sham gap: 9.8 eV
Strongest force on any atom: 3.923 eV/Å
ΔE to the lowest compared entry with this formula, charge and spin: 42.04 kcal/mol
HOMO: -9.39 eV
SMILES string: COC(=O)C(Cl)=C1CC1
Electronic energy: -843.3827 Ha
E_LUMO: 0.01479 Eh

***

Entry 11:
DFT (the ωB97M-V functional and the def2-TZVPD basis) results for a molecular structure, C22H36AsBr2N6O2SiZr at a distorted geometry.

Element x y z (Å)
Zr  0.31  -0.11  -0.19
Br  1.35  3.74  5.48
C  1.11  2.58  4.04
C  0.07  1.66  4.01
C  -0.07  0.86  2.90
N  0.75  0.91  1.84
C  1.79  1.78  1.89
C  1.99  2.63  2.96
C  2.68  1.76  0.70
C  3.92  2.36  0.69
C  4.68  2.33  -0.48
Br  6.37  3.11  -0.51
C  4.15  1.71  -1.61
C  2.91  1.13  -1.52
N  2.17  1.12  -0.38
H  -0.63  1.58  4.84
H  -0.87  0.13  2.85
H  2.81  3.33  2.96
H  4.32  2.84  1.57
H  4.69  1.69  -2.54
H  2.45  0.68  -2.38
C  1.30  -1.38  -4.51
Si  0.69  -1.67  -2.78
C  -0.76  -2.83  -2.45
C  2.07  -2.16  -1.51
O  0.27  -0.22  -2.07
H  1.68  -2.29  -4.98
H  2.10  -0.64  -4.54
H  0.48  -1.02  -5.14
H  -0.51  -3.87  -2.69
H  -1.63  -2.58  -3.06
H  -1.06  -2.77  -1.41
H  2.16  -3.24  -1.39
H  1.85  -1.71  -0.51
H  3.05  -1.79  -1.82
C  -0.51  -2.83  3.60
As  0.12  -3.02  1.78
C  2.04  -3.20  1.87
C  -0.69  -4.57  0.98
O  -0.36  -1.63  0.89
H  -0.31  -3.77  4.11
H  -1.58  -2.62  3.62
H  0.04  -2.03  4.10
H  2.25  -3.87  2.70
H  2.52  -2.24  2.07
H  2.43  -3.64  0.96
H  -0.53  -5.42  1.65
H  -0.22  -4.77  0.02
H  -1.75  -4.41  0.85
C  -2.53  0.09  -1.10
N  -1.56  0.99  -0.31
C  -2.39  1.56  0.84
N  -3.54  2.25  0.37
C  -4.40  1.34  -0.40
N  -3.67  0.81  -1.55
C  -3.25  1.93  -2.41
N  -2.40  2.86  -1.66
C  -1.22  2.19  -1.21
C  -3.15  3.36  -0.50
H  -2.84  -0.72  -0.44
H  -1.99  -0.30  -1.96
H  -1.76  2.24  1.41
H  -2.70  0.72  1.47
H  -5.28  1.89  -0.75
H  -4.74  0.52  0.24
H  -4.12  2.45  -2.78
H  -2.68  1.53  -3.26
H  -0.61  2.88  -0.62
H  -0.67  1.82  -2.07
H  -4.04  3.88  -0.85
H  -2.53  4.07  0.05

Summary:
Kohn-Sham gap: 6.9 eV
Charge: +3
Strongest force on any atom: 1.352 eV/Å
ΔE to the lowest compared entry with this formula, charge and spin: 4.77 kcal/mol
HOMO: -16.65 eV
Electronic energy: -9058.5728 Ha
E_LUMO: -0.35847 Eh